DFT (ωB97M-V with the def2-TZVPD basis set) results for an isolated ion of composition C5H12NO and charge +1.

For the energy relative to the best compared isomer or geometry (same formula, charge and spin), the calculation gives 129.46 kJ/mol. As for the spin multiplicity: 1. As for the total charge: +1. The SMILES is [NH3+]/C=C\CCCO. The value obtained for the LUMO energy is -3.17 eV. The highest occupied orbital energy is -14.7 eV.

CARTESIAN COORDINATES (ANGSTROEM)
H  1.702  1.605  -1.853
H  1.001  0.431  0.770
N  1.617  0.465  -0.049
H  -1.200  -1.603  1.861
H  -0.618  2.053  -1.995
C  -0.468  -1.021  1.311
C  -0.316  1.478  -1.124
H  -0.256  -1.071  -0.885
H  -2.053  0.513  -1.316
H  -1.803  -1.422  -0.308
H  0.978  -2.245  1.957
C  0.978  1.243  -1.137
C  -0.961  -0.781  -0.119
H  2.509  0.777  0.313
C  -1.381  0.644  -0.460
H  -0.251  -0.061  1.808
H  1.676  -0.534  -0.264
H  -1.961  1.197  0.281
O  0.807  -1.666  1.209